{
  "formula": "C10H17N",
  "method": "ωB97M-V/def2-TZVPD",
  "total_energy_ev": -12131.2162,
  "orbital_gap_ev": 10.212,
  "smiles": "CC(C)(C)C.c1ccncc1",
  "symbols": ["C", "C", "C", "C", "C", "H", "H", "H", "H", "H", "H", "H", "H", "H", "H", "H", "H", "C", "C", "C", "N", "C", "C", "H", "H", "H", "H", "H"],
  "coordinates": [[1.30314, -0.01603, -3.46466], [2.04325, -0.40992, -2.13266], [1.08016, -1.19237, -1.06665], [2.74405, 0.82978, -1.51265], [3.33728, -1.04146, -2.55907], [1.43195, -1.00494, -4.09613], [0.33612, 0.30930, -3.00316], [1.82428, 0.65975, -4.03496], [1.76342, -2.01781, -0.37646], [0.40898, -0.43520, -0.63610], [0.39198, -1.84118, -1.69214], [3.42414, 0.62670, -0.62125], [1.86311, 1.58045, -1.62287], [3.40068, 1.14284, -2.37336], [3.92185, -0.30174, -3.23111], [4.04247, -1.29258, -1.74816], [3.26216, -1.98722, -2.97672], [-1.28415, -0.61939, 2.09132], [-1.17689, 0.33224, 1.14082], [-2.08330, 1.37759, 1.25724], [-2.89742, 1.55117, 2.35049], [-3.01850, 0.42703, 3.12000], [-2.30531, -0.72055, 3.10397], [-0.47217, -1.48541, 1.93988], [-0.70787, 0.17885, 0.12150], [-2.26677, 2.14420, 0.32310], [-3.69291, 0.77039, 4.00547], [-2.48787, -1.70613, 3.70307]],
  "nbo_charge": [-0.62, -0.04, -0.61, -0.63, -0.61, 0.22, 0.21, 0.21, 0.23, 0.19, 0.21, 0.23, 0.20, 0.20, 0.20, 0.20, 0.20, -0.14, -0.31, 0.07, -0.43, 0.02, -0.29, 0.21, 0.22, 0.20, 0.20, 0.25]
}